Here is a molecular structure, C19H22GeMnN3SSe2 from the OMol25 dataset. Energies are from the ωB97M-V functional and the def2-TZVPD basis.

Summary:
⟨S²⟩: 0.882
Calculated total energy (a.u.): -9330.5097
Max |F| (hartree/bohr): 0.0153
2S+1: 2
HOMO (alpha / beta) (eV): -4.00 / -3.66
Relative energy (zero: lowest compared OMol25 entry of this formula, charge and spin) (eV): 0.000
Charge: -1
Lowest unoccupied orbital energy (alpha / beta) (eV): 2.729 / 2.725
Orbital gap (alpha / beta) (eV): 6.73 / 6.39

Last column: Mulliken spin population.
Positions of all 49 atoms, in Å:
H -2.046 4.134 -3.887  0.00
H 0.132 5.268 -0.361  0.00
H -1.786 1.760 -3.159  0.00
C 0.952 0.726 3.990  0.00
H -1.018 5.932 -2.477  0.00
H -2.620 -5.217 -0.906  0.00
N -0.719 2.219 -1.476  -0.01
H 0.927 0.136 4.909  0.00
C -0.504 0.951 0.983  -0.04
Ge -0.348 -0.025 2.684  0.00
C -2.850 -3.093 -0.804  0.00
H -2.862 -0.461 2.844  0.00
C 2.087 -0.057 -2.228  0.01
C -2.146 0.007 3.522  0.00
C -1.374 2.579 -2.584  -0.01
C 4.304 -0.461 -1.406  0.00
S -2.894 -0.302 -0.749  0.00
N 1.600 -0.028 -0.968  -0.04
H -1.512 1.369 1.107  0.00
H -2.174 -0.510 4.482  0.00
C -0.212 3.181 -0.697  0.00
C -0.747 -4.192 -1.181  0.00
C -0.153 -2.946 -1.226  0.01
C -0.291 4.529 -1.027  0.00
C -2.184 -1.863 -0.873  0.01
C -1.513 3.894 -2.977  0.00
H 1.166 -2.147 2.351  0.00
Se 0.585 2.599 0.932  0.01
C 3.783 -0.487 -0.115  0.00
H 1.970 0.705 3.597  0.00
H 1.975 -0.239 1.031  -0.01
H -3.917 -3.103 -0.637  0.00
C 2.432 -0.259 0.052  0.02
C -2.122 -4.256 -0.955  0.00
H 0.910 -2.826 -1.403  0.00
H -2.455 1.043 3.672  0.00
C 0.103 -1.952 2.496  0.01
H 3.800 -0.234 -3.492  0.00
C -0.941 4.890 -2.193  0.00
Mn -0.395 0.180 -0.948  1.06
N -0.838 -1.817 -1.059  -0.02
Se 0.758 0.078 -3.566  0.01
H -0.437 -2.408 1.664  0.00
H 5.362 -0.618 -1.577  0.00
H 4.412 -0.667 0.746  0.00
H -0.203 -2.444 3.423  0.00
H -0.156 -5.086 -1.321  0.00
H 0.708 1.760 4.235  0.00
C 3.450 -0.242 -2.470  0.00